# 1
Molecular formula: C31H63N5O9
Method: DFT, ωB97M-V with the def2-TZVPD basis set

The value obtained for the HOMO energy is -8.33 eV. Its spin multiplicity is 1. The total energy comes out at -2169.8665 Ha. The value obtained for the HOMO-LUMO gap is 8.529 eV. The calculation puts the energy above the lowest of the compared OMol25 structures with the same formula, charge and spin at 155.31 kJ/mol. The value obtained for the max |F| is 4.356 eV/Å. Its structure (SMILES) is c1cc[nH]c1.CNC(C)=O.CNC(C)=O.CNC(C)=O.CNC(C)=O.CC(C)=O.CC(C)=O.CC(C)=O.CC(C)=O.CC(C)=O.

Last column: Mulliken charge in e.
Cartesian coordinates (Å):
C  -11.19877  3.09768  3.20024  -0.407
C  -10.19021  2.13565  3.20792  -0.316
C  -8.98068  2.82179  3.03440  -0.587
N  -9.25541  4.16156  2.92285  0.004
C  -10.61301  4.32496  3.03695  -0.429
H  -12.23747  2.97177  3.46791  0.389
H  -10.35808  1.08297  3.38139  0.378
H  -7.95421  2.48600  3.03696  0.396
H  -8.58602  4.91112  2.82195  0.202
H  -11.07796  5.29103  2.90679  0.372
C  -0.06512  5.92319  -2.80127  -0.833
N  -0.12318  6.71806  -3.99134  -0.178
C  -0.67108  7.88432  -4.08167  0.725
C  -0.55372  8.63732  -5.37570  -1.084
O  -1.32753  8.37048  -3.15083  -0.674
H  0.57084  6.45406  -2.09287  0.256
H  0.41390  4.95539  -2.94961  0.344
H  -1.08334  5.70059  -2.48225  0.286
H  0.03589  6.31841  -4.90516  0.230
H  0.51349  8.78263  -5.54318  0.317
H  -1.08475  9.57729  -5.22551  0.273
H  -0.84954  8.04644  -6.24257  0.336
C  -6.89242  13.55296  -2.17967  -0.902
N  -6.72652  12.14412  -2.58022  -0.203
C  -7.77671  11.35567  -2.77511  0.686
C  -7.46120  9.87251  -2.94682  -0.864
O  -8.90007  11.71540  -2.60661  -0.623
H  -6.51135  13.67567  -1.16585  0.315
H  -7.92854  13.83638  -1.99464  0.318
H  -6.31621  14.31015  -2.71140  0.305
H  -5.77609  11.88955  -2.80818  0.215
H  -8.04408  9.22505  -2.29172  0.267
H  -6.42404  9.67576  -2.67536  0.285
H  -7.67676  9.64010  -3.98970  0.200
C  -1.94831  4.27911  -10.05063  -0.810
N  -1.07369  3.12788  -10.05326  -0.205
C  0.07027  3.09656  -9.41472  0.668
C  0.93875  1.83467  -9.41221  -0.918
O  0.44422  4.10388  -8.81046  -0.657
H  -2.64393  4.08432  -10.86688  0.332
H  -1.50228  5.23392  -10.32902  0.276
H  -2.53805  4.34990  -9.13669  0.229
H  -1.43138  2.46322  -10.72436  0.250
H  0.34162  0.97626  -9.71987  0.314
H  1.37734  1.78053  -8.41581  0.263
H  1.70419  1.96959  -10.17641  0.258
C  -4.45539  -1.58174  1.66432  -0.821
N  -3.47737  -1.43227  2.70926  -0.185
C  -2.59742  -0.42122  2.72386  0.707
C  -1.83415  -0.30804  4.03923  -1.055
O  -2.38608  0.35960  1.83269  -0.623
H  -4.66241  -2.64755  1.56794  0.288
H  -4.16192  -1.07148  0.74693  0.315
H  -5.34561  -1.01529  1.93771  0.272
H  -3.51166  -2.04240  3.51341  0.206
H  -0.90805  0.24289  3.87522  0.302
H  -1.57412  -1.29202  4.42946  0.344
H  -2.48393  0.26882  4.69735  0.250
C  -10.96733  8.10859  -7.53893  -1.011
C  -10.53258  9.03734  -8.66551  0.816
C  -9.37808  9.95220  -8.32443  -1.087
O  -11.07625  9.01571  -9.74428  -0.540
H  -11.23264  8.68384  -6.65191  0.318
H  -10.16234  7.40849  -7.31546  0.295
H  -11.90630  7.66219  -7.86628  0.292
H  -9.01322  10.62874  -9.09726  0.320
H  -8.52605  9.34959  -8.00978  0.298
H  -9.59828  10.65783  -7.52337  0.300
C  -11.29657  -1.56387  -3.06120  -0.993
C  -10.93425  -1.96681  -4.49123  0.815
C  -11.41171  -1.04493  -5.60486  -1.125
O  -10.14664  -2.84271  -4.68052  -0.527
H  -12.24178  -2.02257  -2.77090  0.279
H  -11.27338  -0.47448  -3.03242  0.295
H  -10.57928  -1.98426  -2.35631  0.310
H  -10.89673  -1.22348  -6.54880  0.320
H  -11.36724  0.02592  -5.40635  0.317
H  -12.47186  -1.16922  -5.82563  0.308
C  -15.38596  2.69465  -2.24154  -0.861
C  -14.47283  3.80668  -2.79473  0.703
C  -13.80385  4.84495  -1.96225  -1.004
O  -14.28283  3.77692  -3.99679  -0.556
H  -16.04836  2.43623  -3.06770  0.291
H  -15.96938  3.02275  -1.38126  0.328
H  -14.64409  1.91721  -2.05901  0.218
H  -13.06226  4.30339  -1.37500  0.278
H  -14.52213  5.33726  -1.30665  0.294
H  -13.11492  5.48639  -2.51181  0.307
C  0.23564  -5.74395  -4.96781  -1.060
C  -0.68628  -4.91199  -4.14215  0.820
C  -0.67416  -5.20568  -2.66379  -1.077
O  -1.49764  -4.14244  -4.65428  -0.554
H  1.27819  -5.56247  -4.70657  0.311
H  -0.02100  -5.59823  -6.01710  0.302
H  0.01844  -6.80906  -4.88739  0.317
H  0.34528  -5.14164  -2.28336  0.332
H  -0.85070  -6.21241  -2.28509  0.327
H  -1.24883  -4.43451  -2.15082  0.282
C  -6.13429  2.10635  -3.25306  -1.015
C  -5.24870  2.73824  -4.33624  0.768
C  -3.86442  2.09971  -4.55418  -0.901
O  -5.67201  3.58465  -5.14843  -0.581
H  -5.57889  2.12833  -2.31544  0.314
H  -6.31936  1.05990  -3.49552  0.288
H  -7.07091  2.65028  -3.13065  0.287
H  -3.96017  1.11888  -5.01991  0.299
H  -3.38851  2.06874  -3.57405  0.317
H  -3.36059  2.83171  -5.18538  0.224

=====

# 2
Molecular formula: C31H64INO11P2
Method: DFT, ωB97M-V with the def2-TZVPD basis set

The value obtained for the HOMO energy is -8.39 eV. Its spin multiplicity is 1. The total energy comes out at -3082.3822 Ha. The value obtained for the HOMO-LUMO gap is 8.633 eV. The value obtained for the max |F| is 6.577 eV/Å. Its structure (SMILES) is COCCCCCCCCCCC[C@@H]1C(=O)O[C@H](N=C(C)C)[C@H]1I.CCOP(=O)(OCC)OCC.CCOP(=O)(OCC)OCC.

Last column: Mulliken charge in e.
Cartesian coordinates (Å):
C  -1.66324  2.79804  -3.19308  -0.826
O  -0.41392  2.14448  -3.27297  -0.235
C  0.61467  2.87600  -3.91119  -0.942
C  1.49378  3.65802  -2.94220  -0.421
C  0.92355  5.05630  -2.61871  -0.772
C  0.87830  5.42677  -1.13466  -0.478
C  2.19800  5.22944  -0.38203  -0.679
C  2.01700  5.10183  1.13778  -0.920
C  1.09659  6.17315  1.76574  -0.791
C  -0.14374  5.60988  2.49470  -0.767
C  -0.10163  5.85137  4.01812  -1.227
C  0.69714  4.75675  4.72140  -0.514
C  -0.09323  3.46322  4.94806  -0.917
C  0.48996  2.53989  6.02442  0.338
C  1.97142  2.55153  6.33453  0.396
O  2.88651  3.11679  5.82748  -0.527
O  2.10918  1.63471  7.34876  -0.376
C  1.28851  0.51525  6.95906  -0.469
N  2.00257  -0.71227  6.84262  -0.509
C  3.11931  -0.77124  6.21116  1.035
C  3.27827  -0.58627  4.71853  -0.862
C  4.37618  -1.10246  6.95184  -1.479
C  0.40067  1.01837  5.77943  -0.969
I  -1.52233  0.17063  5.70473  0.099
H  -1.73658  3.66239  -3.85258  0.478
H  -2.47133  2.10896  -3.43595  0.140
H  -1.82940  3.14379  -2.16899  0.290
H  1.24096  2.13911  -4.41579  0.386
H  0.23394  3.54667  -4.68589  0.451
H  2.44137  3.80724  -3.46360  0.318
H  1.70851  3.06977  -2.05386  0.271
H  -0.10651  5.06669  -2.97608  0.402
H  1.45197  5.83273  -3.16859  0.401
H  0.08939  4.89022  -0.60353  0.220
H  0.63669  6.48837  -1.08144  0.352
H  2.70203  4.32559  -0.72056  0.394
H  2.87754  6.06396  -0.56064  0.262
H  3.00526  5.22276  1.58011  0.383
H  1.64220  4.11469  1.40646  0.412
H  1.67301  6.71772  2.51231  0.535
H  0.75815  6.90535  1.03761  0.441
H  -1.06880  6.03855  2.11129  0.492
H  -0.19670  4.53275  2.33197  0.350
H  -1.09003  6.00670  4.44897  0.463
H  0.45415  6.77948  4.16297  0.373
H  1.53543  4.51247  4.06821  0.208
H  1.13141  5.08159  5.66540  0.612
H  -1.10103  3.72475  5.27068  0.372
H  -0.20582  2.91033  4.01361  0.379
H  -0.11764  2.69421  6.91741  0.488
H  0.58978  0.36529  7.78364  0.626
H  4.29016  -0.85797  4.42338  0.408
H  2.61313  -1.28519  4.21932  0.081
H  3.11132  0.43569  4.38272  0.268
H  4.73142  -2.08535  6.62545  0.388
H  5.13707  -0.35553  6.73888  0.352
H  4.16395  -1.18687  8.01059  0.390
H  0.89825  0.89105  4.81877  0.473
C  -1.08696  -0.92377  -1.05275  -0.521
C  0.30616  -1.33241  -1.49350  -0.012
O  0.88559  -2.31430  -0.62734  -0.295
P  0.23322  -3.81255  -0.60996  1.084
O  0.41045  -4.24679  -2.01612  -0.760
O  1.38124  -4.66191  0.17177  -0.401
C  1.75828  -5.96810  -0.28002  -0.353
C  3.10713  -5.92048  -0.96538  -1.166
O  -0.68709  -3.57410  0.67313  -0.371
C  -0.21029  -3.44035  2.02036  -0.509
C  0.42391  -2.09987  2.31218  -0.428
H  -1.78481  -1.76389  -1.12047  0.244
H  -1.45777  -0.11796  -1.68297  0.097
H  -1.08459  -0.58965  -0.01518  0.142
H  0.28620  -1.70967  -2.51943  0.070
H  0.97280  -0.47095  -1.47372  0.195
H  1.00145  -6.38484  -0.94358  0.359
H  1.80795  -6.60933  0.60228  0.349
H  3.12811  -5.14213  -1.72714  0.281
H  3.33920  -6.87812  -1.43301  0.370
H  3.89137  -5.68692  -0.24354  0.337
H  0.44926  -4.25879  2.29744  0.261
H  -1.10146  -3.55353  2.63951  0.378
H  1.41210  -2.01893  1.86128  0.284
H  0.53929  -1.97802  3.39165  0.353
H  -0.18763  -1.28234  1.93320  -0.052
C  -6.08853  -4.61222  -3.72266  -0.879
C  -5.34434  -5.17821  -4.91808  -0.367
O  -4.25370  -4.35085  -5.32353  -0.322
P  -2.95374  -4.22166  -4.35203  1.082
O  -2.37868  -5.58492  -4.27478  -0.820
O  -1.86346  -3.53336  -5.36328  -0.349
C  -0.49683  -3.96520  -5.38356  -0.087
C  -0.22332  -4.79164  -6.62299  -1.395
O  -3.31144  -2.81606  -3.66763  -0.253
C  -3.26819  -1.53611  -4.31423  0.143
C  -4.43054  -1.28071  -5.24605  -1.175
H  -5.44908  -4.58741  -2.83589  0.250
H  -6.96402  -5.22091  -3.49520  0.411
H  -6.41174  -3.58956  -3.91564  0.168
H  -4.98211  -6.18685  -4.70289  0.278
H  -6.01335  -5.24585  -5.77540  0.328
H  -0.25001  -4.51983  -4.48142  0.248
H  0.12141  -3.06434  -5.38914  0.358
H  -0.96100  -5.58611  -6.73068  0.304
H  0.77149  -5.23752  -6.57974  0.384
H  -0.28681  -4.16996  -7.51811  0.332
H  -2.31654  -1.37447  -4.81180  0.284
H  -3.30566  -0.81431  -3.49543  0.169
H  -4.33703  -1.84858  -6.17017  0.291
H  -4.45604  -0.22115  -5.50628  0.426
H  -5.37663  -1.55070  -4.77786  0.203

=====

> Among the records above, which one has the highest max |F|?

C31H64INO11P2